Below is C3H5ClFNO in the gas phase in a non-equilibrium geometry, with properties calculated with ωB97M-V/def2-TZVPD.

Each atom is followed by the atoms it is bonded to, with distances in Å.
Positions of all 12 atoms, in Å:
1 C 1.255 1.095 1.793  N2 1.279, H8 1.097, H9 1.076
2 N 0.302 0.345 1.388  C1 1.279, O3 1.372
3 O -0.345 0.835 0.281  N2 1.372, C4 1.424
4 C -1.083 -0.225 -0.318  O3 1.424, C5 1.498, H10 1.122, H11 1.111
5 C -0.217 -0.867 -1.359  C4 1.498, F6 1.394, Cl7 1.755, H12 1.095
6 F -0.746 -2.126 -1.637  C5 1.394
7 Cl -0.207 0.011 -2.879  C5 1.755
8 H 1.664 1.998 1.323  C1 1.097
9 H 1.773 0.836 2.699  C1 1.076
10 H -2.075 0.159 -0.673  C4 1.122
11 H -1.143 -1.048 0.426  C4 1.111
12 H 0.822 -1.013 -1.043  C5 1.095

- Lowest unoccupied orbital energy: 1.008 eV
- Max |F|: 1.6 eV Å⁻¹
- ΔE to the lowest compared entry with this formula, charge and spin: 0.739 eV
- E_tot: -807.280662 hartree

***

Below is C3H5ClFNO2 in the gas phase in a non-equilibrium geometry, with properties calculated with ωB97M-V/def2-TZVPD.

Each atom is followed by the atoms it is bonded to, with distances in Å.
Positions of all 13 atoms, in Å:
1 O 1.488 -1.432 -0.600  N2 1.482, H9 0.942
2 N 0.402 -1.347 -1.604  O1 1.482, C3 1.290
3 C -0.284 -0.254 -1.572  N2 1.290, O4 1.391, H10 1.192
4 O 0.017 0.921 -0.890  C3 1.391, C5 1.433
5 C 0.367 0.816 0.495  O4 1.433, C6 1.495, H11 1.093, H12 1.121
6 C -0.940 0.579 1.182  C5 1.495, F7 1.423, Cl8 1.796, H13 1.153
7 F -1.721 -0.537 0.772  C6 1.423
8 Cl -0.515 0.280 2.902  C6 1.796
9 H 1.860 -2.280 -0.767  O1 0.942
10 H -1.164 0.000 -2.335  C3 1.192
11 H 0.935 1.717 0.743  C5 1.093
12 H 1.124 0.003 0.646  C5 1.121
13 H -1.566 1.534 1.025  C6 1.153

- Lowest unoccupied orbital energy: 0.735 eV
- Max |F|: 3.0 eV Å⁻¹
- ΔE to the lowest compared entry with this formula, charge and spin: 3.584 eV
- E_tot: -882.497349 hartree

***

Below is C3H5ClN2O4 in the gas phase in a non-equilibrium geometry, with properties calculated with ωB97M-V/def2-TZVPD.

Each atom is followed by the atoms it is bonded to, with distances in Å.
Positions of all 15 atoms, in Å:
1 C -0.735 -0.925 2.038  C2 1.599, H11 1.038, H12 1.053, H13 1.073
2 C 0.641 -0.112 1.997  C1 1.599, O3 1.456, H14 1.098, H15 1.030
3 O 0.730 0.724 0.808  C2 1.456, C4 1.342
4 C 0.513 0.065 -0.341  O3 1.342, O5 1.212, O6 1.447
5 O 0.424 -1.126 -0.547  C4 1.212
6 O 0.452 1.121 -1.327  C4 1.447, N7 1.417
7 N -0.076 0.821 -2.608  O6 1.417, O8 1.189, N9 1.308
8 O -0.395 -0.301 -2.831  N7 1.189
9 N -0.197 1.891 -3.352  N7 1.308, Cl10 1.684
10 Cl -0.836 1.386 -4.826  N9 1.684
11 H -0.462 -1.746 2.611  C1 1.038
12 H -1.361 -0.259 2.562  C1 1.053
13 H -0.975 -1.182 1.025  C1 1.073
14 H 1.458 -0.844 1.975  C2 1.098
15 H 0.818 0.487 2.817  C2 1.030

- Lowest unoccupied orbital energy: 0.230 eV
- Max |F|: 3.9 eV Å⁻¹
- ΔE to the lowest compared entry with this formula, charge and spin: 0.889 eV
- E_tot: -987.787687 hartree

***

Below is 2 unconnected molecules or ions with the total composition C3H5ClO in a non-equilibrium geometry, with properties calculated with ωB97M-V/def2-TZVPD.

Each atom is followed by the atoms it is bonded to, with distances in Å.
Positions of all 10 atoms, in Å:
1 O 0.980 -0.084 0.804  C2 1.181
2 C -0.123 -0.032 0.385  O1 1.181, C3 1.502, C4 1.483
3 C -1.283 0.682 -0.250  C2 1.502, C4 1.554, H5 1.160, H6 1.063
4 C -1.362 -0.816 0.156  C2 1.483, C3 1.554, H7 1.117, H8 1.150
5 H -1.350 1.104 -1.329  C3 1.160
6 H -1.724 1.439 0.352  C3 1.063
7 H -2.002 -1.102 1.026  C4 1.117
8 H -1.208 -1.498 -0.757  C4 1.150
9 Cl 4.512 -0.145 0.138  H10 1.306
10 H 3.560 0.454 -0.525  Cl9 1.306

- Lowest unoccupied orbital energy: 0.758 eV
- Max |F|: 2.3 eV Å⁻¹
- ΔE to the lowest compared entry with this formula, charge and spin: 1.972 eV
- E_tot: -652.660837 hartree